98
Properties=species:S:1:pos:R:3 method="wB97M-V/def2-TZVPD" spin_multiplicity=2 homo_energy_ha="-0.1033 / -0.1783" homo_lumo_gap_ev="4.6 / 6.6" charge=-1
O 1.512 -3.923 -3.118
V 1.388 -2.698 -2.078
O 2.821 -2.084 -1.921
O -1.848 -3.611 0.458
V -0.491 -3.036 1.189
O -0.762 -2.810 2.735
C -1.669 0.264 0.144
C -0.730 -0.284 -0.950
C 0.491 0.629 -1.040
O -0.036 -1.563 -0.751
H -2.592 -0.270 0.371
H -1.956 1.285 -0.105
H -1.031 0.387 1.018
H -1.274 -0.283 -1.894
H 0.081 1.511 -1.532
H 1.241 0.276 -1.747
H 0.941 0.939 -0.097
C 2.629 -5.923 1.214
C 1.503 -4.926 0.751
O 1.491 -4.048 -0.173
O 0.481 -5.009 1.427
H 3.459 -5.944 0.508
H 2.132 -6.859 1.470
H 3.012 -5.631 2.192
O -3.340 -1.292 2.432
S -3.081 -0.579 3.671
O -4.116 0.215 4.304
O -2.445 -1.642 4.820
C -3.232 -2.815 4.974
C -2.197 -3.814 5.609
C -1.556 0.299 3.443
H -3.713 -3.075 4.031
H -3.973 -2.619 5.749
H -1.382 -3.895 4.889
H -2.576 -4.809 5.842
H -1.832 -3.353 6.527
H -1.767 1.222 2.903
H -1.015 -0.518 2.966
H -1.205 0.494 4.456
O 2.918 4.404 -0.014
S 1.785 5.045 -0.757
O 0.937 4.277 -1.703
O 0.786 5.924 0.311
C -0.003 5.254 1.332
C -1.195 4.484 0.672
C 2.362 6.522 -1.619
H -0.436 5.959 2.042
H 0.645 4.503 1.784
H -1.792 3.957 1.416
H -1.015 3.644 0.001
H -1.877 5.209 0.229
H 3.362 6.321 -2.004
H 2.642 7.280 -0.887
H 1.577 6.786 -2.327
O 1.011 -1.398 -3.934
S 0.863 -0.306 -4.895
O -0.502 0.136 -5.218
O 1.808 1.014 -4.354
C 1.640 2.244 -5.023
C 2.756 3.038 -4.332
C 1.721 -0.830 -6.438
H 0.648 2.645 -4.815
H 1.602 2.108 -6.103
H 2.724 4.101 -4.572
H 3.772 2.667 -4.469
H 2.529 3.013 -3.266
H 1.823 -0.037 -7.179
H 1.166 -1.688 -6.820
H 2.698 -1.062 -6.013
O 1.451 -1.625 1.845
S 2.222 -0.540 2.364
O 1.659 0.647 2.956
O 3.389 -1.181 3.410
C 3.000 -2.235 4.316
C 2.893 -1.762 5.811
C 3.453 -0.042 1.136
H 3.821 -2.952 4.324
H 2.029 -2.686 4.110
H 2.717 -2.669 6.389
H 2.109 -1.019 5.957
H 3.853 -1.472 6.239
H 2.928 0.504 0.352
H 3.897 -0.977 0.795
H 4.234 0.591 1.556
C -4.189 1.879 -2.704
N -3.096 2.888 -2.859
O -3.204 3.891 -2.180
O -2.262 2.720 -3.782
H -4.766 1.807 -3.625
H -4.834 1.988 -1.832
H -3.674 0.931 -2.546
C -3.534 -2.382 -2.256
N -4.673 -1.607 -2.790
O -5.274 -0.862 -2.020
O -4.858 -1.675 -3.979
H -3.738 -3.437 -2.440
H -3.146 -1.978 -1.321
H -2.728 -2.167 -2.959